(1)
2 unconnected molecules or ions with the total composition C3H7O2S in a non-equilibrium geometry, computed with wB97M-V/def2-TZVPD.

```
13
Properties=species:S:1:pos:R:3:forces:R:3
C 1.067287 -1.089502 0.356961 1.8 -0.6 -1.4
C 1.043905 0.402042 0.446606 -1.4 0.8 1.8
S 1.031455 1.039628 2.266502 0.5 -0.7 -1.1
H 2.094859 -1.471839 0.462011 -0.1 0.0 0.3
H 0.423841 -1.656405 1.010182 -0.4 0.4 0.2
H 0.819212 -1.345806 -0.686199 -0.3 0.0 0.4
H 0.040767 0.706461 0.126928 0.3 0.1 -0.2
H 1.807119 0.998059 -0.042028 0.2 -0.5 -0.3
H -0.009851 1.766886 1.929467 -0.6 0.5 0.4
O -1.795603 -0.419623 -0.401265 0.2 0.1 -0.2
C -2.053605 0.175627 -1.477742 -0.6 0.3 0.9
O -2.062834 1.403538 -1.710009 0.3 -0.3 -0.2
H -2.406555 -0.509070 -2.281413 0.1 0.0 -0.5
```
Forces are in eV/Å.

As for the energy relative to the best compared isomer or geometry (same formula, charge and spin): 17.45 kcal/mol. The spin multiplicity is 1. The total charge is -1. As for the gap between HOMO and LUMO: 7.6376 eV. The LUMO energy is 3.39 eV.

---

(2)
A molecular structure, C53H63N4O4PS3Ti in a non-equilibrium geometry, computed with wB97M-V/def2-TZVPD.

```
129
Properties=species:S:1:pos:R:3:forces:R:3
Ti -0.767450 0.584120 0.976659 -1.2 -0.3 0.4
C 0.176728 -1.098567 3.163881 -0.2 0.4 0.1
C 0.386295 0.403636 3.581093 -0.4 -0.3 -0.2
N -0.725046 1.238812 3.051774 0.3 0.1 0.2
C -1.954992 1.228870 3.875712 0.1 -0.1 -0.2
C -3.203957 1.511953 3.050783 0.1 0.0 0.0
S -3.373394 0.493210 1.557416 0.1 -0.1 0.2
C -3.466896 -1.217028 2.154033 0.0 0.0 0.0
C -2.190434 -1.793144 2.771978 0.0 0.1 0.0
N -0.947342 -1.235406 2.197836 0.5 -0.4 0.0
H 1.089939 -1.464139 2.701450 0.0 0.0 -0.1
H -0.009980 -1.711916 4.042525 0.0 -0.1 0.1
H 0.471133 0.500064 4.661848 0.0 0.0 0.1
H 1.308726 0.773113 3.139084 0.1 0.1 0.0
H -0.407923 2.204008 2.965648 0.1 0.0 0.1
H -2.045337 0.257896 4.350830 0.0 0.0 0.1
H -1.864408 1.968902 4.670707 0.0 0.1 0.1
H -4.095942 1.404859 3.667064 0.0 0.0 0.0
H -3.177124 2.530946 2.659002 0.0 0.0 0.0
H -4.302927 -1.312768 2.847699 0.0 0.0 0.0
H -3.726388 -1.794986 1.264195 0.0 0.0 0.0
H -2.183446 -1.614303 3.843867 0.0 0.0 0.0
H -2.211364 -2.875506 2.629884 0.0 0.0 0.0
H -0.669178 -1.852422 1.414006 0.0 -0.2 0.3
C 3.058527 4.505080 -2.446581 0.0 0.0 -0.2
C 2.838780 4.268708 -0.963790 -0.2 -0.1 -0.1
C 3.713275 5.125229 -0.092807 0.2 0.1 0.1
O 1.483191 4.498880 -0.610248 0.0 -0.1 0.0
C 0.724727 3.321570 -0.835071 0.1 0.0 0.1
C 1.880845 2.184422 -0.934577 -0.1 0.1 0.3
O 3.058219 2.907465 -0.629309 -0.1 0.0 0.1
C 2.015880 0.716051 -0.333318 -0.1 -0.1 0.3
O 0.771068 0.201227 0.104377 0.7 0.2 -0.5
C 2.512887 -0.125467 -1.515431 0.2 0.1 -0.1
C 3.730003 0.203852 -2.118315 0.0 0.0 0.0
C 4.188055 -0.513006 -3.210400 0.0 -0.1 0.0
C 3.444980 -1.579321 -3.716686 0.0 0.1 0.1
C 2.251547 -1.925524 -3.102940 0.0 0.1 0.1
C 1.788316 -1.197225 -2.004579 0.0 -0.1 -0.1
C 2.984997 0.492633 0.854794 -0.2 0.1 0.0
C 3.314032 -0.839559 1.127258 0.0 -0.1 0.0
C 4.066285 -1.189069 2.237792 0.0 0.1 0.0
C 4.513436 -0.206822 3.116010 0.0 0.0 0.0
C 4.195169 1.117393 2.861752 0.0 0.0 0.0
C 3.438212 1.463922 1.744299 0.1 0.0 0.0
C -0.591098 3.458256 0.038765 0.1 0.1 0.1
O -1.168974 2.217070 0.338147 0.3 1.2 -0.5
C -0.359057 4.165753 1.377967 0.0 -0.2 0.0
C -1.368406 4.908119 1.979861 -0.1 0.1 0.0
C -1.211145 5.405327 3.272025 0.0 -0.1 -0.1
C -0.039290 5.166567 3.976997 0.0 0.0 0.0
C 0.974236 4.418821 3.384499 -0.1 0.0 0.1
C 0.804911 3.923410 2.100022 0.1 0.0 0.0
C -1.596009 4.238744 -0.823444 -0.1 0.0 -0.1
C -2.852823 3.696484 -1.077351 0.0 0.1 -0.1
C -3.777669 4.378939 -1.866619 0.1 0.0 0.0
C -3.452889 5.609907 -2.415589 0.1 0.0 0.0
C -2.196957 6.156456 -2.165338 0.0 0.0 0.0
C -1.277066 5.480299 -1.374934 0.0 0.1 0.0
H 2.856724 5.549271 -2.688300 0.0 0.0 0.0
H 2.397031 3.880927 -3.052830 0.0 0.0 0.0
H 4.091277 4.271470 -2.713543 -0.1 0.0 0.0
H 3.587301 6.177538 -0.351934 0.0 -0.1 0.0
H 4.759549 4.848334 -0.233768 -0.1 0.0 0.0
H 3.441664 4.988699 0.954913 0.0 0.0 -0.1
H 0.343860 3.362249 -1.856697 -0.1 -0.1 -0.2
H 1.887783 1.990094 -2.006336 -0.1 0.0 -0.2
H 4.320761 1.024626 -1.724323 0.0 0.0 0.0
H 5.135562 -0.249639 -3.664395 0.0 0.0 0.0
H 3.806587 -2.137419 -4.571172 0.0 0.0 0.0
H 1.680607 -2.778207 -3.455830 0.0 0.0 0.0
H 0.886301 -1.509245 -1.495981 0.0 0.0 -0.1
H 2.965791 -1.622917 0.462195 0.0 0.1 0.0
H 4.308826 -2.230848 2.413239 0.0 0.0 0.0
H 5.111478 -0.472891 3.979006 0.0 0.0 0.0
H 4.542048 1.897302 3.529106 0.0 0.0 0.0
H 3.248814 2.505692 1.557434 0.0 0.0 0.0
H -2.287612 5.105429 1.439890 0.0 0.0 0.0
H -2.007061 5.985212 3.723663 0.0 0.0 0.0
H 0.087825 5.564335 4.975680 0.0 0.0 0.0
H 1.897313 4.226320 3.920282 0.0 0.0 0.0
H 1.588970 3.334610 1.647420 0.0 0.0 0.0
H -3.106902 2.737872 -0.646677 0.0 0.0 0.0
H -4.756346 3.947418 -2.044673 0.0 0.0 0.0
H -4.169316 6.143595 -3.029150 0.0 0.0 0.0
H -1.932521 7.118515 -2.588133 0.0 0.0 0.0
H -0.305564 5.923131 -1.181185 -0.1 0.0 0.0
S -3.285937 -4.903484 0.911302 0.0 0.1 0.0
P -1.512671 -4.823683 0.057431 -0.1 0.1 -0.2
S -0.866283 -2.986757 -0.534996 0.1 -0.1 0.1
C -0.218238 -5.514967 1.129877 0.2 -0.1 0.2
C -0.563118 -6.482191 2.074321 0.1 0.0 0.0
C 0.417184 -7.063669 2.870251 -0.1 0.0 -0.1
C 1.745445 -6.686589 2.728990 0.0 0.0 0.0
C 2.095034 -5.718801 1.796147 -0.1 0.0 -0.1
C 1.117748 -5.131004 0.999942 0.0 -0.1 0.1
C -1.452915 -5.860642 -1.456677 0.0 0.1 -0.3
C -2.523954 -6.683975 -1.789045 0.1 0.0 0.0
C -2.530510 -7.380704 -2.997355 0.0 0.1 0.1
C -1.470234 -7.257234 -3.880469 0.0 0.1 0.0
C -0.382890 -6.453239 -3.546526 -0.1 0.0 0.1
C -0.374005 -5.760225 -2.343608 0.0 -0.1 0.1
H -1.602160 -6.768584 2.183823 0.0 0.0 0.0
H 0.141457 -7.811601 3.603080 0.0 0.0 0.0
H 2.507719 -7.146358 3.345649 0.0 0.0 0.0
H 3.131033 -5.421880 1.685896 0.0 0.0 0.0
H 1.385755 -4.367488 0.278983 0.0 0.0 0.0
H -3.353799 -6.771881 -1.097939 0.0 0.0 0.0
H -3.372100 -8.015709 -3.246542 0.0 0.0 0.0
H -1.484194 -7.787949 -4.824697 0.0 0.0 0.0
H 0.456727 -6.368453 -4.226218 0.0 0.0 0.0
H 0.477101 -5.139398 -2.084631 -0.1 0.0 0.0
N -2.379619 -0.912095 -4.200076 0.1 0.0 0.3
C -2.850353 -1.756505 -3.029469 0.1 0.1 -0.2
C -3.140595 -0.832327 -1.864462 0.0 0.3 0.1
N -1.999205 0.008314 -1.496784 -0.2 -0.1 -0.3
C -1.492931 0.768711 -2.631617 -0.1 -0.1 0.2
C -1.154305 -0.097788 -3.831950 -0.1 -0.2 -0.1
H -3.125105 -0.268743 -4.468644 -0.1 0.0 -0.1
H -2.187138 -1.506812 -5.004076 0.0 0.0 0.0
H -2.037846 -2.434602 -2.769117 0.0 0.0 0.0
H -3.719666 -2.329670 -3.349001 0.0 0.1 0.0
H -3.423253 -1.460265 -1.022209 0.0 0.0 0.1
H -3.983496 -0.170557 -2.099857 0.0 0.0 0.0
H -1.266842 -0.582999 -1.128847 0.3 -0.5 -0.2
H -0.593780 1.307953 -2.334765 0.0 0.0 0.0
H -2.241122 1.517794 -2.912713 0.0 0.1 0.0
H -0.357336 -0.807063 -3.606546 0.0 0.0 0.0
H -0.879860 0.496909 -4.700947 0.0 0.0 0.0
```
Forces are in eV/Å.

As for the expectation value of S²: 0.75. As for the energy relative to the best compared isomer or geometry (same formula, charge and spin): 39.05 kcal/mol. The spin multiplicity is 2. The total charge is +1. As for the gap between HOMO and LUMO (spin up / spin down): 7.1033 / 7.1090 eV. The LUMO energy (spin up / spin down) is -2.48 / -2.48 eV.